# 1
Below is a cluster of 21 separate species, C59H91BCl2N23OS3 in total, with properties calculated with ωB97M-V with the def2-TZVPD basis set.

As for the total energy: -5776.7514 hartree. The value obtained for the gap between HOMO and LUMO is 6.36 eV. As for the net charge: +1. The HOMO energy comes out at -10.07 eV. The value obtained for the strongest force on any atom is 0.0514 hartree/bohr.

Last column: Löwdin charge in e.
Atoms and positions in Å:
C: 2.8570 1.0494 -4.2067  -0.112
C: 3.6195 -0.2709 -4.4021  -0.272
N: 4.5330 -0.6235 -3.2858  -0.169
C: 5.2892 -1.8545 -3.7349  -0.231
C: 6.7540 -1.8904 -3.2162  -0.095
C: 3.8646 -1.0087 -2.1041  -1.073
S: 4.7068 -1.0932 -0.6885  0.678
S: 2.1435 -1.4666 -2.0591  0.903
C: 1.4008 -0.7737 -0.5203  -0.415
C: -0.0659 -0.4652 -0.8883  -0.222
C: -0.6699 0.8717 -0.3280  -0.087
C: -0.6345 1.9247 -1.4227  -0.056
C: -1.4119 1.7462 -2.5742  0.026
B: -2.3701 0.4915 -2.7763  -0.473
C: -2.0456 -0.5312 -3.9565  0.021
O: -3.4547 0.2719 -1.9665  0.160
C: -1.2994 2.7431 -3.5731  -0.008
N: -0.5335 3.8032 -3.4956  0.176
N: 0.1338 3.9382 -2.3867  -0.032
C: 0.9760 5.1624 -2.3163  -0.109
C: 0.2460 6.3237 -1.6248  -0.231
C: 1.1710 7.5739 -1.7086  -0.544
S: 1.7155 8.0934 -0.0462  0.709
C: 0.1573 3.1058 -1.3438  -0.129
C: 0.9380 3.3613 -0.1026  -0.633
Cl: 0.0088 4.1677 1.1710  0.705
C: 2.2194 3.0587 0.1007  -0.696
C: 3.0619 2.3703 -0.9536  -0.077
Cl: 2.9785 3.4622 1.6179  0.710
H: 2.4847 1.4356 -5.1668  0.083
H: 3.5450 1.8186 -3.8284  0.022
H: 1.9750 0.9313 -3.5603  0.031
H: 4.2381 -0.1290 -5.2975  0.120
H: 2.8912 -1.0585 -4.6594  0.107
H: 5.3318 -1.9075 -4.8274  0.111
H: 4.7324 -2.7506 -3.4207  0.112
H: 7.4156 -2.0909 -4.0717  0.069
H: 6.8592 -2.7454 -2.5413  0.063
H: 7.0759 -0.9433 -2.7818  0.066
H: 1.4154 -1.5851 0.2170  0.075
H: 1.9583 0.0625 -0.0912  0.056
H: -0.0916 -0.4227 -1.9893  0.052
H: -0.7467 -1.2759 -0.6035  0.117
H: -1.7119 0.6704 -0.0512  0.106
H: -0.1001 1.1756 0.5578  0.105
H: -2.4696 -0.1368 -4.8917  0.063
H: -0.9522 -0.6269 -4.0479  0.070
H: -2.4218 -1.5380 -3.7302  0.073
H: -3.6266 -0.6781 -2.0063  0.109
H: -1.9045 2.5931 -4.4685  0.085
H: 1.1628 5.4671 -3.3544  0.136
H: 1.9616 4.9413 -1.8957  0.121
H: 0.0503 6.1194 -0.5679  0.039
H: -0.6982 6.5209 -2.1462  0.122
H: 2.0656 7.3021 -2.2845  0.052
H: 0.7036 8.3976 -2.2560  0.074
H: 2.9840 8.5278 -0.2410  -0.142
H: 3.5274 3.0580 -1.6677  0.083
H: 3.8703 1.8427 -0.4291  0.067
H: 2.4497 1.5972 -1.4245  0.051
C: -4.1334 1.4898 2.5899  -0.101
C: -3.9340 0.1649 1.9821  -0.251
N: -3.7311 -0.8495 1.4821  0.138
H: -4.2861 1.3866 3.6561  0.053
H: -3.2560 2.1091 2.4131  0.072
H: -5.0038 1.9700 2.1522  0.080
C: 3.9319 -2.4035 3.2137  -0.058
C: 3.7819 -3.8586 3.3185  -0.262
N: 3.6606 -4.9973 3.3995  0.140
H: 4.6662 -2.0539 3.9380  0.084
H: 4.2664 -2.1351 2.2136  0.041
H: 2.9784 -1.9159 3.4089  0.045
C: -0.1255 -5.2568 -0.9028  -0.063
C: -0.0260 -4.3680 -2.0678  -0.278
N: 0.0553 -3.6805 -2.9854  0.123
H: -0.4239 -6.2534 -1.2223  0.079
H: 0.8381 -5.3187 -0.4006  0.063
H: -0.8666 -4.8724 -0.2042  0.067
C: -3.5335 5.6939 4.3017  -0.085
C: -4.2881 4.4390 4.3002  -0.232
N: -4.8863 3.4575 4.3007  0.129
H: -2.5210 5.5170 4.6660  0.085
H: -3.4856 6.0919 3.2970  0.025
H: -4.0247 6.4283 4.9537  0.008
C: -4.7666 1.6492 -7.0427  -0.050
C: -3.3531 1.9823 -6.8369  -0.255
N: -2.2469 2.2508 -6.6786  0.139
H: -5.3902 2.5251 -6.8737  0.054
H: -4.9203 1.3028 -8.0629  0.093
H: -5.0667 0.8624 -6.3523  0.084
C: -7.0187 8.4460 6.5637  -0.074
C: -5.6158 8.1877 6.2261  -0.223
N: -4.5158 7.9862 5.9630  0.132
H: -7.6073 8.5266 5.6503  0.085
H: -7.4111 7.6331 7.1710  0.037
H: -7.0987 9.3756 7.1235  0.087
C: -11.0985 8.2870 7.6022  -0.055
C: -9.8558 7.8824 8.2689  -0.259
N: -8.8856 7.5624 8.7930  0.139
H: -11.7264 7.4144 7.4331  0.085
H: -11.6362 8.9983 8.2261  0.086
H: -10.8700 8.7533 6.6453  0.080
C: 6.1069 -7.2021 4.0742  -0.082
C: 7.2920 -7.6450 4.8175  -0.265
N: 8.2211 -7.9892 5.3973  0.127
H: 5.4510 -8.0489 3.8826  0.085
H: 5.5636 -6.4574 4.6511  0.056
H: 6.4083 -6.7637 3.1251  0.077
C: 0.8556 -0.6772 5.8716  -0.071
C: 0.9193 -0.3436 4.4456  -0.265
N: 0.9633 -0.0803 3.3285  0.135
H: 1.8085 -1.0887 6.1951  0.061
H: 0.6356 0.2187 6.4507  0.085
H: 0.0754 -1.4157 6.0419  0.079
C: 2.1083 -3.0380 9.0441  -0.058
C: 1.7669 -3.4610 7.6806  -0.280
N: 1.4994 -3.7999 6.6164  0.143
H: 1.5965 -3.6722 9.7652  0.086
H: 3.1828 -3.1192 9.1972  0.085
H: 1.8027 -2.0043 9.1986  0.079
C: -4.0847 -3.8825 0.1040  -0.081
C: -3.7614 -5.1625 -0.5376  -0.262
N: -3.5122 -6.1614 -1.0462  0.156
H: -4.2607 -4.0327 1.1668  0.084
H: -3.2566 -3.1882 -0.0206  0.044
H: -4.9783 -3.4546 -0.3465  0.081
C: 3.3731 -7.2029 -1.6621  -0.061
C: 2.5405 -7.5395 -0.5009  -0.288
N: 1.8844 -7.7972 0.4050  0.141
H: 2.7957 -6.6129 -2.3728  0.075
H: 4.2388 -6.6268 -1.3401  0.081
H: 3.7124 -8.1150 -2.1492  0.084
C: -2.8315 -6.7758 -4.2010  -0.083
C: -2.8119 -6.3281 -5.5993  -0.285
N: -2.8000 -5.9791 -6.6934  0.112
H: -1.8421 -7.1219 -3.9086  0.079
H: -3.1259 -5.9551 -3.5526  0.042
H: -3.5410 -7.5929 -4.0834  0.048
C: 11.7555 -7.4831 4.8639  -0.069
C: 12.6592 -6.8157 5.8077  -0.282
N: 13.3654 -6.2931 6.5464  0.116
H: 10.7539 -7.5446 5.2883  0.041
H: 11.7137 -6.9218 3.9323  0.082
H: 12.1154 -8.4887 4.6557  0.062
C: -3.7758 9.1422 1.8591  -0.054
C: -4.5070 7.8709 1.8783  -0.273
N: -5.0819 6.8770 1.8940  0.146
H: -2.7572 8.9877 2.2118  0.082
H: -3.7480 9.5358 0.8447  0.082
H: -4.2713 9.8614 2.5082  0.084
C: -7.4564 4.2609 -4.5290  -0.068
C: -7.7977 3.7112 -5.8469  -0.281
N: -8.0742 3.2870 -6.8776  0.134
H: -7.9437 3.6797 -3.7480  0.085
H: -6.3789 4.2243 -4.3792  0.079
H: -7.7866 5.2953 -4.4626  0.058
C: -10.1831 6.4221 -2.4941  -0.063
C: -8.7692 6.7536 -2.2787  -0.292
N: -7.6619 7.0087 -2.1148  0.130
H: -10.7974 7.3057 -2.3328  0.084
H: -10.3293 6.0684 -3.5135  0.079
H: -10.4893 5.6429 -1.7985  0.084
C: 13.8322 -11.3434 3.5445  -0.070
C: 13.9405 -10.4797 2.3626  -0.287
N: 14.0250 -9.8042 1.4386  0.122
H: 13.5982 -12.3608 3.2374  0.081
H: 14.7744 -11.3427 4.0891  0.083
H: 13.0424 -10.9786 4.1986  0.070
C: -4.9564 -10.5179 -5.8381  -0.065
C: -4.7276 -10.2426 -4.4146  -0.283
N: -4.5485 -10.0275 -3.3009  0.130
H: -4.1251 -11.0936 -6.2404  0.082
H: -5.8764 -11.0863 -5.9601  0.082
H: -5.0399 -9.5811 -6.3866  0.080
C: 4.8993 5.9408 -3.6264  -0.064
C: 4.9401 4.5706 -4.1499  -0.254
N: 4.9719 3.4986 -4.5597  0.157
H: 4.7823 5.9207 -2.5427  0.077
H: 5.8247 6.4574 -3.8739  0.087
H: 4.0631 6.4792 -4.0695  0.075

=====

# 2
Below is a cluster of 9 separate species, C60H70Cl4N10 in total, with properties calculated with ωB97M-V with the def2-TZVPD basis set.

As for the total energy: -4714.3041 hartree. The value obtained for the gap between HOMO and LUMO is 1.84 eV. As for the net charge: +6. The HOMO energy comes out at -16.00 eV. The energy above the lowest of the compared OMol25 structures with the same formula, charge and spin comes out at 33.9 kcal per mole. The value obtained for the strongest force on any atom is 0.0841 hartree/bohr.

Last column: Löwdin charge in e.
Atoms and positions in Å:
C: 2.4325 9.5816 -2.7941  0.037
N: 2.0467 8.2329 -2.4963  -0.070
C: 0.9283 7.8522 -3.0760  0.030
C: 0.6281 6.5319 -3.0358  0.073
C: 1.4489 5.5964 -2.3978  -0.117
C: 2.6438 6.0489 -1.8548  0.037
C: 2.8882 7.3869 -1.8969  0.033
C: 1.0938 4.1618 -2.3886  -0.155
C: 1.9674 3.2206 -2.8542  0.034
C: 1.5674 1.8979 -3.1062  0.028
N: 0.4142 1.4084 -2.6099  -0.077
C: -0.4606 2.3229 -2.0845  0.028
C: -0.1732 3.6957 -2.0343  0.046
C: 0.0802 -0.0345 -2.6787  0.033
H: 2.8253 9.6359 -3.8094  0.134
H: 3.2708 9.9218 -2.1861  0.124
H: 1.5906 10.2739 -2.7841  0.129
H: 0.4291 8.5295 -3.7530  0.176
H: -0.2550 6.1022 -3.4852  0.146
H: 3.4040 5.4094 -1.4313  0.122
H: 3.8071 7.7624 -1.4713  0.164
H: 2.8894 3.6166 -3.2535  0.139
H: 2.1319 1.1002 -3.5658  0.143
H: -1.4126 1.8380 -1.9267  0.138
H: -0.8963 4.4117 -1.6725  0.129
H: -0.8097 -0.1029 -3.3044  0.126
H: 0.0786 -0.2895 -1.6190  0.062
H: 0.7900 -0.6778 -3.1988  0.096
C: 6.2945 -6.0267 -5.4706  0.031
N: 4.9632 -5.7959 -4.8733  -0.067
C: 4.7098 -4.6642 -4.1205  0.044
C: 3.4396 -4.5434 -3.5843  0.004
C: 2.5100 -5.5721 -3.6396  -0.129
C: 2.8831 -6.7880 -4.2935  0.092
C: 4.1521 -6.8788 -4.8572  0.043
C: 1.1254 -5.4114 -3.1812  -0.162
C: 0.4971 -6.4846 -2.5794  0.041
C: -0.7797 -6.3073 -2.0808  0.042
N: -1.3315 -5.0905 -2.0632  -0.053
C: -0.7700 -3.9942 -2.6259  0.003
C: 0.4750 -4.1643 -3.2134  0.035
C: -2.5955 -4.9561 -1.3068  -0.011
H: 6.6890 -7.0395 -5.3896  0.120
H: 7.1143 -5.3925 -5.1333  0.112
H: 6.1475 -5.7538 -6.5156  0.124
H: 5.4363 -3.8718 -4.2240  0.148
H: 3.2567 -3.6618 -2.9878  0.112
H: 2.2953 -7.6909 -4.3682  0.143
H: 4.5184 -7.7691 -5.3467  0.163
H: 0.9420 -7.4626 -2.4693  0.139
H: -1.4366 -7.0269 -1.6148  0.167
H: -1.2746 -3.0468 -2.5064  0.082
H: 0.9594 -3.3898 -3.7894  0.117
H: -2.8622 -3.9243 -1.5358  0.000
H: -2.3839 -5.3181 -0.3007  0.050
H: -3.3314 -5.5844 -1.8086  0.119
C: 3.2541 4.2914 1.4977  0.033
N: 3.1931 2.8911 1.0554  -0.081
C: 2.0206 2.2573 1.3953  -0.007
C: 1.8446 0.9049 1.1650  0.036
C: 2.8839 0.1666 0.5490  -0.115
C: 4.0150 0.8875 0.0922  0.057
C: 4.1753 2.2626 0.4169  0.027
C: 2.7649 -1.3253 0.5899  -0.106
C: 1.4910 -1.9893 0.4348  0.033
C: 1.4558 -3.3816 0.4139  0.033
N: 2.6270 -4.1238 0.5076  -0.061
C: 3.8408 -3.5212 0.5439  -0.004
C: 3.9259 -2.1392 0.6144  0.025
C: 2.5413 -5.5792 0.3964  0.020
H: 3.4922 4.3520 2.5596  0.127
H: 2.2643 4.7111 1.3181  0.109
H: 3.9983 4.8806 0.9618  0.103
H: 1.3629 2.8995 1.9622  0.080
H: 0.9378 0.5177 1.6058  0.097
H: 4.8363 0.3897 -0.4018  0.125
H: 5.0567 2.8523 0.2128  0.155
H: 0.5966 -1.3854 0.4766  0.034
H: 0.5531 -3.9730 0.3724  0.088
H: 4.6832 -4.1875 0.4312  0.154
H: 4.8918 -1.6606 0.6805  0.123
H: 2.9118 -5.9071 -0.5749  0.100
H: 1.5580 -5.9868 0.6309  0.061
H: 3.2788 -5.9608 1.1025  0.113
C: -3.8741 -0.5362 3.1360  0.035
N: -2.4243 -0.7934 3.3627  -0.082
C: -1.5956 0.1846 3.6126  -0.019
C: -0.2121 -0.1049 3.8595  0.018
C: 0.2809 -1.4116 3.8615  -0.118
C: -0.6801 -2.4415 3.6320  0.032
C: -2.0466 -2.1354 3.4187  0.033
C: 1.7402 -1.7622 4.1910  -0.070
C: 2.2650 -3.0882 3.9272  0.085
C: 3.6549 -3.3218 4.0412  -0.004
N: 4.4817 -2.3568 4.3779  -0.101
C: 4.0244 -1.1037 4.7185  0.044
C: 2.6637 -0.7855 4.6388  0.045
C: 5.8613 -2.6644 4.6538  0.029
H: -4.5137 -0.8122 3.9743  0.127
H: -4.1219 -1.0441 2.2039  0.080
H: -3.8619 0.5359 2.9398  0.059
H: -2.0367 1.1703 3.5967  0.101
H: 0.3623 0.7337 4.2246  0.113
H: -0.5103 -3.5079 3.6135  0.033
H: -2.8194 -2.8677 3.2375  0.149
H: 1.6155 -3.8409 3.5054  0.103
H: 4.1620 -4.2697 3.9374  0.158
H: 4.6714 -0.3273 5.0995  0.150
H: 2.2871 0.2068 4.8382  0.119
H: 5.8697 -3.5592 5.2761  0.127
H: 6.3566 -1.8570 5.1932  0.121
H: 6.4073 -2.9539 3.7560  0.115
C: -4.6721 -0.2160 -1.8106  -0.040
N: -5.1541 0.8783 -0.9184  -0.056
C: -6.3825 1.3743 -1.1389  0.020
C: -6.9532 2.3252 -0.3172  0.069
C: -6.2170 2.6591 0.8356  -0.135
C: -5.0804 2.0306 1.1601  -0.010
C: -4.4995 1.1127 0.2603  0.006
C: -6.8323 3.7089 1.7801  -0.074
C: -7.3878 4.9471 1.2959  0.083
C: -7.9789 5.8031 2.2491  0.049
N: -8.0982 5.4753 3.5579  -0.092
C: -7.5571 4.3571 4.0490  0.021
C: -6.9642 3.4816 3.1689  0.035
C: -8.8850 6.3170 4.4216  0.032
H: -5.0469 -0.1619 -2.8326  0.084
H: -4.9749 -1.1696 -1.3782  0.093
H: -3.5830 -0.2070 -1.8539  0.033
H: -6.8440 0.9481 -2.0173  0.160
H: -7.9598 2.6075 -0.5881  0.147
H: -4.4907 2.2714 2.0322  0.100
H: -3.5200 0.6730 0.3762  0.056
H: -7.3129 5.1696 0.2417  0.132
H: -8.4499 6.7428 2.0011  0.154
H: -7.7899 4.0750 5.0652  0.163
H: -6.7954 2.5007 3.5882  0.132
H: -8.8905 7.3583 4.0995  0.120
H: -8.4888 6.2770 5.4363  0.120
H: -9.9167 5.9652 4.4248  0.132
Cl: -0.9718 -5.8067 2.2084  -0.447
Cl: -1.3927 2.9954 1.3655  -0.419
Cl: -2.1053 -1.7078 0.0693  -0.198
Cl: -4.2596 -3.0389 -4.0207  -0.611